Record 1
A cluster of 2 separate species, C5H9NOS in total at a distorted geometry. Source: the OMol25 dataset; level of theory: the ωB97M-V functional and the def2-TZVPD basis.

Results
ΔE to the lowest compared entry with this formula, charge and spin, kcal/mol: 141.3
HOMO level, eV: -8.4770
Calculated total energy, Eh: -723.89464

Last column: Mulliken charge in e.
Positions of all 17 atoms, in Å:
C 0.184 -1.109 -1.565  -0.74
C -0.550 1.228 -1.175  -0.41
C -0.201 1.834 0.122  -0.12
C 0.526 0.438 0.511  0.47
C -0.135 -0.475 1.429  -0.95
H 0.797 -1.340 -2.620  0.21
H -0.924 -1.413 -1.721  0.27
H 0.545 -1.767 -0.662  0.25
H -0.455 1.954 -1.998  0.32
H -1.629 0.871 -0.972  0.25
H 1.734 0.380 0.746  0.16
H -0.335 -0.102 2.454  0.49
H -1.003 -1.010 0.982  0.27
H 1.103 -1.184 2.856  0.37
N 0.269 0.137 -0.917  0.00
O 0.702 -1.646 1.696  -0.53
S -0.628 3.202 0.836  -0.31

***

Record 2
An isolated molecule of C5H9NOS at a distorted geometry. Source: the OMol25 dataset; level of theory: the ωB97M-V functional and the def2-TZVPD basis.

Results
ΔE to the lowest compared entry with this formula, charge and spin, kcal/mol: 127.9
HOMO level, eV: -9.3293
Calculated total energy, Eh: -723.91600
SMILES string: O=CN1C[C@H]1CCS

Last column: Mulliken charge in e.
Positions of all 17 atoms, in Å:
O -3.699 -1.242 -0.202  -0.51
C -3.260 -0.001 0.020  0.19
N -1.863 0.044 0.485  -0.28
C -1.333 1.304 0.165  -0.81
C -0.624 0.158 -0.341  -0.06
C 0.788 -0.162 0.326  -0.76
C 1.891 0.427 -0.463  -0.42
S 3.527 -0.344 0.015  -0.25
H -3.760 1.116 0.004  0.26
H -0.937 2.049 0.743  0.32
H -2.027 1.831 -0.548  0.31
H -0.818 -0.095 -1.315  0.52
H 1.114 -1.301 0.294  0.32
H 0.957 0.250 1.354  0.41
H 1.945 1.550 -0.858  0.33
H 1.812 -0.060 -1.530  0.27
H 3.143 -0.573 1.583  0.15

***

Record 3
An isolated molecule of C5H9NOS2 at a distorted geometry. Source: the OMol25 dataset; level of theory: the ωB97M-V functional and the def2-TZVPD basis.

Results
ΔE to the lowest compared entry with this formula, charge and spin, kcal/mol: 116.8
HOMO level (alpha / beta), eV: -9.2333 / -7.1746
Calculated total energy, Eh: -1122.06009

Last column: Mulliken charge in e.
Positions of all 18 atoms, in Å:
C 0.521 -0.452 0.939  -0.30
C 0.373 -1.248 -1.244  -0.58
C 0.500 0.139 -1.888  0.10
C 1.360 1.094 -1.046  -1.24
C -1.504 0.607 2.281  -0.78
N 0.315 -1.142 0.024  0.04
O -0.814 -2.009 2.513  -0.57
S -1.094 0.749 -2.350  -0.15
S -0.204 -0.678 2.614  0.46
H -0.553 -1.683 -1.519  0.43
H 1.127 -1.880 -1.599  0.32
H 0.744 0.123 -2.905  0.25
H 1.526 2.079 -1.510  0.38
H 2.264 0.606 -0.890  0.38
H 0.844 1.307 -0.114  0.38
H -1.592 1.466 2.897  0.36
H -2.380 0.085 2.566  0.33
H -1.434 0.838 1.231  0.20

***

Record 4
An isolated molecule of C5H9NS at a distorted geometry. Source: the OMol25 dataset; level of theory: the ωB97M-V functional and the def2-TZVPD basis.

Results
ΔE to the lowest compared entry with this formula, charge and spin, kcal/mol: 102.4
HOMO level, eV: -8.6276
Calculated total energy, Eh: -648.69003
SMILES string: N[C@]12CCS[C@@H]1C2

Last column: Mulliken charge in e.
Positions of all 16 atoms, in Å:
N -0.797 1.331 0.456  -0.60
C -0.678 -0.058 0.044  0.60
C 0.273 -0.790 0.935  -0.84
C 1.759 -0.161 0.358  -0.62
S 1.403 1.038 -1.168  -0.14
C -0.103 -0.054 -1.399  -0.38
C -1.604 -0.035 -1.131  -0.58
H 0.111 1.578 0.896  0.27
H -1.355 1.519 1.247  0.20
H 0.281 -0.493 1.955  0.35
H 0.402 -1.966 0.871  0.25
H 2.296 -1.085 -0.020  0.35
H 2.474 0.156 1.212  0.32
H 0.098 -1.026 -1.562  0.37
H -2.316 -0.875 -1.592  0.21
H -2.244 0.922 -1.101  0.24

***

Record 5
An isolated molecule of C5H9NS at a distorted geometry. Source: the OMol25 dataset; level of theory: the ωB97M-V functional and the def2-TZVPD basis.

Results
ΔE to the lowest compared entry with this formula, charge and spin, kcal/mol: 142.4
HOMO level (alpha / beta), eV: -8.7087 / -8.1092
Calculated total energy, Eh: -648.62620

Last column: Mulliken charge in e.
Positions of all 16 atoms, in Å:
C 2.438 1.474 -0.305  -0.40
C 2.646 0.532 -1.199  -0.15
C -1.730 0.721 0.702  -1.14
C -0.826 -0.532 0.978  -0.57
C -0.680 -1.315 -0.339  -0.53
N 1.653 -0.448 -1.180  -0.29
S 0.139 -0.321 -1.677  0.09
H 1.657 1.791 0.276  0.35
H 3.534 0.101 -1.761  0.30
H -1.549 1.219 -0.348  0.30
H -2.664 0.394 0.810  0.48
H -1.519 1.452 1.574  0.25
H -1.238 -1.108 1.921  0.26
H 0.060 -0.175 1.251  0.39
H -0.126 -2.187 0.036  0.36
H -1.794 -1.598 -0.738  0.30

***

Record 6
An isolated molecule of C5H9NS2 at a distorted geometry. Source: the OMol25 dataset; level of theory: the ωB97M-V functional and the def2-TZVPD basis.

Results
ΔE to the lowest compared entry with this formula, charge and spin, kcal/mol: 24.7
HOMO level, eV: -8.5975
Calculated total energy, Eh: -1047.00903
SMILES string: CS[C@H]1SN=C[C@@H]1C

Last column: Mulliken charge in e.
Positions of all 17 atoms, in Å:
C -3.004 -0.068 -0.407  -0.80
S -1.625 -0.383 0.684  -0.05
C -0.214 -0.222 -0.454  -0.29
S 0.533 1.441 -0.610  -0.01
N 1.516 1.168 0.810  -0.44
C 1.617 -0.041 1.113  -0.17
C 0.967 -1.038 0.167  0.18
C 1.923 -1.546 -0.845  -1.43
H -3.002 -0.790 -1.267  0.24
H -3.928 -0.147 0.150  0.34
H -2.885 0.971 -0.797  0.25
H -0.567 -0.472 -1.507  0.42
H 2.345 -0.304 1.909  0.40
H 0.558 -1.980 0.633  0.35
H 2.851 -1.985 -0.402  0.35
H 1.443 -2.223 -1.546  0.38
H 2.317 -0.695 -1.456  0.27

***

Record 7
An isolated molecule of C5H9NS2 at a distorted geometry. Source: the OMol25 dataset; level of theory: the ωB97M-V functional and the def2-TZVPD basis.

Results
ΔE to the lowest compared entry with this formula, charge and spin, kcal/mol: 52.0
HOMO level (alpha / beta), eV: -5.5885 / -9.0670
Calculated total energy, Eh: -1046.85283
Spin multiplicity: 3

Last column: Löwdin spin population.
Positions of all 17 atoms, in Å:
C -0.961 0.377 1.463  0.25
C -2.298 -1.172 -0.689  0.61
C 0.992 0.311 -0.121  0.37
C 1.469 -1.141 -0.493  0.04
C 1.425 1.483 -0.834  0.07
N 0.163 0.525 0.871  0.18
S -2.447 -0.561 0.821  0.30
S -1.069 0.560 3.247  0.03
H -3.162 -0.989 -1.329  0.03
H -1.538 -1.925 -0.915  0.03
H 0.900 -1.913 -0.098  0.00
H 2.519 -1.175 0.083  0.02
H 1.635 -1.153 -1.552  0.01
H 2.412 1.495 -1.228  0.01
H 1.302 2.559 -0.438  0.00
H 0.911 1.548 -1.894  0.03
H -2.254 1.173 3.104  0.01

***

Record 8
An isolated molecule of C5H9NSi at a distorted geometry. Source: the OMol25 dataset; level of theory: the ωB97M-V functional and the def2-TZVPD basis.

Results
ΔE to the lowest compared entry with this formula, charge and spin, kcal/mol: 83.2
HOMO level, eV: -8.0899
Calculated total energy, Eh: -540.00566

Last column: Mulliken charge in e.
Positions of all 16 atoms, in Å:
C 1.839 -0.248 -0.002  -0.28
C 1.548 1.009 -0.411  -0.43
C 0.817 -1.000 0.707  0.08
C 0.200 1.525 -0.420  -0.38
C -0.794 0.598 0.345  -0.49
N 0.890 -2.124 1.202  -0.59
Si -1.923 -0.675 -0.323  0.29
H 2.892 -0.616 -0.170  0.33
H 2.208 1.617 -0.848  0.51
H 0.277 2.517 -0.019  0.30
H -0.123 1.597 -1.503  0.24
H -1.209 1.038 1.258  0.40
H 0.090 -2.458 1.700  0.33
H -2.645 0.031 -1.417  -0.15
H -3.091 -1.111 0.604  -0.09
H -0.974 -1.700 -0.701  -0.07

***

Record 9
A structure of composition C5H9O3Y at a distorted geometry. Source: the OMol25 dataset; level of theory: the ωB97M-V functional and the def2-TZVPD basis.

Results
ΔE to the lowest compared entry with this formula, charge and spin, kcal/mol: 77.7
HOMO level (alpha / beta), eV: -10.4125 / -10.9345
Calculated total energy, Eh: -459.57294
Total charge: +1
Spin multiplicity: 2

Last column: Löwdin spin population.
Positions of all 18 atoms, in Å:
O 1.623 -1.800 -1.301  0.06
C 2.729 -1.148 -0.993  0.14
C 2.794 0.062 -0.335  -0.12
H 3.597 -1.428 -1.615  0.00
H 3.438 0.118 0.545  0.00
H 2.459 0.926 -0.913  0.00
O -2.247 -1.619 -0.153  0.00
C -2.514 -0.744 0.892  0.00
C -1.901 0.630 0.640  0.02
O -0.547 0.404 0.200  0.12
C 0.244 1.507 -0.006  0.68
Y -0.443 -1.546 -1.007  0.03
H -2.117 -1.126 1.856  0.00
H -3.600 -0.587 1.041  0.00
H -1.886 1.251 1.548  0.00
H -2.428 1.162 -0.168  0.00
H 0.614 1.684 -1.017  0.03
H 0.186 2.255 0.787  0.03

***

Record 10
An isolated molecule of C5H9O5 at a distorted geometry. Source: the OMol25 dataset; level of theory: the ωB97M-V functional and the def2-TZVPD basis.

Results
ΔE to the lowest compared entry with this formula, charge and spin, kcal/mol: 105.0
HOMO level (alpha / beta), eV: -9.7439 / -9.6785
Calculated total energy, Eh: -571.78564
Spin multiplicity: 2

Last column: Löwdin spin population.
Positions of all 19 atoms, in Å:
H -0.232 -0.818 3.894  0.00
O 2.152 -0.566 1.299  0.74
C 1.245 0.324 1.547  0.10
C 0.953 1.019 0.151  0.09
C 0.028 0.661 -0.740  0.02
C 0.071 1.109 -2.180  0.01
C -0.927 -0.467 -0.425  0.00
O -0.722 -1.488 -1.362  0.00
O -1.721 -2.513 -0.975  0.00
O -0.112 -0.101 2.115  -0.01
O -0.173 0.143 3.624  0.01
H 1.618 1.236 2.075  0.04
H 1.608 1.873 -0.075  0.00
H -0.891 0.829 -2.659  0.00
H 0.201 2.202 -2.233  0.00
H 0.917 0.622 -2.708  0.00
H -0.762 -0.753 0.614  0.00
H -1.951 -0.079 -0.494  0.00
H -1.302 -3.234 -1.466  0.00

***

Look up the ΔE to the lowest compared entry with this formula, charge and spin of the eighth one.
83.2 kcal/mol